Here is C34H46ClFeGeIN3O4SSi as an isolated structure at a distorted geometry from OMol25. Energies are from ωB97M-V/def2-TZVPD.

Values from the calculation:
Energy relative to the best compared isomer or geometry (same formula, charge and spin) = 0.5659 eV
Multiplicity = 6
DFT total energy = -6574.65578 hartree
Frontier orbital gap (alpha / beta) = 5.15 / 5.97 eV
F_max = 0.02931 Eh/bohr
Total charge = -2
⟨S²⟩ = 8.7643

```
93
Properties=species:S:1:pos:R:3:forces:R:3
Fe 0.407 0.068 -0.082 0.3 1.5 -0.1
I 1.269 -2.673 -0.737 0.0 -0.2 0.1
C 0.609 -3.289 1.150 0.0 0.1 -0.2
C 0.889 -4.567 1.534 0.0 0.0 0.1
C 0.450 -5.024 2.797 0.1 0.0 -0.1
C -0.265 -4.194 3.605 0.0 0.1 0.0
C -0.578 -2.869 3.205 0.0 0.0 -0.1
C -1.368 -2.037 4.028 0.0 0.0 0.1
C -1.680 -0.774 3.614 0.0 0.1 0.0
C -1.195 -0.276 2.387 0.0 -0.1 0.1
C -0.401 -1.021 1.536 -0.1 -0.4 0.0
C -0.115 -2.361 1.952 -0.2 0.0 0.1
H 1.445 -5.223 0.878 0.0 0.0 0.0
H 0.681 -6.035 3.114 0.0 0.0 0.0
H -0.619 -4.542 4.571 0.0 0.0 0.0
H -1.727 -2.420 4.978 0.0 0.0 0.0
H -2.301 -0.143 4.244 0.0 0.0 0.0
H -1.444 0.743 2.111 0.0 0.0 0.0
C -2.804 -3.162 -0.256 0.1 0.0 0.0
C -3.042 -1.899 -1.038 0.0 0.0 0.0
C -4.274 -1.700 -1.645 0.0 0.0 0.0
C -4.459 -0.499 -2.333 0.0 0.0 0.0
C -3.447 0.416 -2.397 0.1 0.0 0.0
C -2.175 0.151 -1.774 -0.1 0.0 -0.1
N -2.037 -1.027 -1.101 0.0 0.0 0.0
N -1.120 0.967 -1.808 -0.1 -0.2 0.4
Si -1.048 2.256 -2.951 0.2 0.0 -0.2
C -1.284 1.511 -4.687 -0.1 0.0 0.0
C -2.308 3.661 -2.775 -0.1 0.0 0.1
C 0.575 3.188 -3.093 0.1 0.0 0.0
H -3.647 -3.847 -0.368 0.0 0.0 0.0
H -2.676 -2.934 0.803 0.0 0.0 0.1
H -1.894 -3.658 -0.593 0.1 0.0 0.0
H -5.055 -2.446 -1.571 0.0 0.0 0.0
H -5.410 -0.286 -2.814 0.0 0.0 0.0
H -3.594 1.350 -2.915 0.0 0.0 0.0
H -2.189 0.905 -4.747 0.0 0.0 -0.1
H -0.435 0.859 -4.915 0.0 0.0 0.0
H -1.335 2.283 -5.462 0.0 0.0 0.0
H -3.356 3.359 -2.784 0.0 0.0 0.0
H -2.159 4.375 -3.591 0.0 0.0 0.0
H -2.106 4.170 -1.830 0.0 0.0 0.0
H 1.404 2.562 -3.421 0.0 0.0 -0.1
H 0.831 3.656 -2.142 0.0 0.0 -0.1
H 0.422 3.980 -3.834 0.0 0.0 -0.1
C 4.215 0.873 -3.728 0.0 0.0 0.0
Ge 3.748 0.632 -1.811 -0.1 -0.1 -0.1
C 4.712 -1.013 -1.325 0.0 0.0 0.0
C 4.572 2.175 -0.916 0.1 0.1 0.0
C 1.842 0.627 -1.596 -0.2 -0.4 0.2
H 5.297 0.839 -3.883 0.0 0.0 0.0
H 3.841 1.833 -4.089 0.0 0.0 0.0
H 3.755 0.083 -4.327 0.0 0.0 0.0
H 5.776 -0.914 -1.555 0.0 0.0 0.0
H 4.311 -1.850 -1.903 0.0 0.0 0.0
H 4.590 -1.247 -0.270 0.0 0.0 0.1
H 5.663 2.141 -0.968 0.0 0.0 0.0
H 4.272 2.243 0.128 0.0 0.0 0.1
H 4.232 3.085 -1.416 0.0 0.0 0.0
H 1.378 0.287 -2.528 0.0 0.1 0.0
H 1.534 1.667 -1.442 0.1 0.0 -0.1
C 3.931 -1.610 5.986 0.0 0.0 0.0
C 3.810 -0.173 5.560 0.0 0.0 0.0
C 2.847 0.661 6.111 0.0 0.0 0.0
C 2.703 1.971 5.675 0.0 0.0 0.0
C 3.536 2.444 4.676 0.0 -0.1 0.0
C 4.515 1.632 4.118 -0.1 0.0 0.0
C 4.646 0.332 4.566 0.1 0.0 0.0
S 3.295 4.069 4.042 0.0 -0.1 0.0
O 4.511 4.535 3.433 0.0 0.1 0.0
O 2.704 4.841 5.107 0.0 0.1 0.0
N 2.241 3.810 2.829 -0.1 0.1 0.1
C 0.832 3.533 3.168 0.0 0.0 -0.1
C -0.088 4.012 2.064 -0.2 0.0 0.0
C -0.027 3.255 0.723 0.1 0.2 -0.1
O -0.195 3.931 -0.297 0.0 -0.1 0.2
O 0.162 2.011 0.828 -0.1 -0.5 0.0
H 3.251 -1.838 6.807 0.0 0.0 0.0
H 4.949 -1.842 6.307 0.0 0.0 0.0
H 3.684 -2.263 5.148 0.0 0.0 0.0
H 2.182 0.275 6.875 0.0 0.0 0.0
H 1.954 2.626 6.098 0.0 0.0 0.0
H 5.145 2.024 3.333 0.0 0.0 -0.1
H 5.383 -0.319 4.112 0.0 0.0 0.0
H 2.393 4.478 2.082 0.0 -0.1 -0.1
H 0.575 4.055 4.094 0.0 0.0 0.0
H 0.715 2.459 3.316 0.0 0.0 0.0
H 0.063 5.076 1.867 0.0 0.0 0.0
H -1.117 3.890 2.418 0.0 0.0 0.0
Cl 3.065 -1.136 2.104 0.1 -0.1 -0.1
C 2.071 0.269 1.499 -0.1 0.1 -0.1
H 2.773 1.003 1.112 0.1 0.0 0.0
H 1.588 0.670 2.387 0.0 -0.1 0.0
```
Forces are in eV/Å.

Atomic partial charges in e from the Mulliken method, atoms 1 to 2:
1. Fe -0.146
2. I 0.222